Below is a cluster of 10 separate species, C36H76N4O10 in total at a distorted geometry, with properties calculated with wB97M-V/def2-TZVPD.

E_HOMO = -9.18 eV
SMILES = CNC(C)=O.CNC(C)=O.CNC(C)=O.CNC(C)=O.C1CCOC1.C1CCOC1.C1CCOC1.C1CCOC1.C1CCOC1.C1CCOC1
energy relative to the best compared isomer or geometry (same formula, charge and spin) = 506.5 kJ/mol
E_LUMO = 0.35 eV

Structure (ORCA input):
```
! wB97M-V def2-TZVPD RIJCOSX def2/J DEFGRID3
* xyz 0 1
C 3.289 2.608 2.729
C 4.647 2.353 3.356
O 4.807 2.335 4.531
N 5.703 2.153 2.619
C 5.676 1.596 1.275
H 3.011 1.752 2.114
H 3.227 3.504 2.111
H 2.399 2.584 3.358
H 6.633 2.113 3.013
H 4.835 1.861 0.634
H 5.757 0.510 1.310
H 6.644 1.870 0.855
C 2.881 -1.227 2.741
C 1.738 -2.211 2.714
O 1.499 -3.101 1.895
N 0.999 -2.215 3.865
C -0.217 -2.971 4.052
H 2.722 -0.459 1.984
H 3.799 -1.795 2.590
H 2.977 -0.709 3.695
H 1.258 -1.578 4.605
H -0.418 -3.521 4.971
H -0.437 -3.612 3.198
H -1.102 -2.336 4.099
C 3.458 -1.540 -6.269
C 2.560 -0.385 -6.066
O 1.797 -0.089 -6.968
N 2.466 0.150 -4.817
C 1.627 1.303 -4.436
H 2.944 -2.444 -5.942
H 4.480 -1.568 -5.891
H 3.547 -1.686 -7.345
H 3.184 -0.281 -4.253
H 2.237 1.769 -3.662
H 0.612 1.099 -4.094
H 1.343 1.926 -5.284
C 0.997 5.155 -4.443
C 1.065 4.243 -3.220
O 0.081 3.485 -2.950
N 2.233 4.217 -2.481
C 2.478 3.322 -1.262
H 2.030 5.390 -4.702
H 0.536 6.092 -4.133
H 0.494 4.723 -5.309
H 3.023 4.802 -2.712
H 3.454 3.412 -0.785
H 2.514 2.311 -1.666
H 1.710 3.241 -0.492
C -0.888 -0.186 -0.844
C -1.142 0.132 0.610
C 0.013 1.098 0.920
O 1.019 0.746 -0.065
C 0.649 -0.328 -0.809
H -1.134 0.650 -1.497
H -1.565 -0.993 -1.126
H -1.105 -0.807 1.162
H -2.139 0.553 0.741
H 0.288 1.000 1.970
H -0.281 2.102 0.614
H 0.983 -1.223 -0.283
H 1.210 -0.515 -1.724
C -2.886 -6.402 -1.027
C -1.575 -5.548 -0.969
C -2.209 -4.072 -0.986
O -3.584 -4.231 -1.220
C -4.055 -5.475 -0.641
H -2.896 -7.318 -0.436
H -3.219 -6.740 -2.008
H -0.877 -5.797 -1.768
H -1.108 -5.683 0.007
H -1.602 -3.693 -1.809
H -2.009 -3.376 -0.172
H -5.009 -5.866 -0.995
H -4.216 -5.119 0.377
C -1.918 3.075 4.390
C -2.274 4.420 4.901
C -0.932 5.149 5.179
O 0.009 4.141 4.786
C -0.546 3.194 3.843
H -2.649 2.709 3.669
H -1.868 2.446 5.279
H -2.912 4.421 5.785
H -2.843 4.940 4.130
H -0.738 5.406 6.220
H -0.775 6.005 4.522
H -0.003 2.250 3.880
H -0.674 3.558 2.823
C -6.421 1.070 -1.249
C -5.065 1.572 -1.673
C -4.569 0.398 -2.602
O -5.746 -0.115 -3.118
C -6.821 0.625 -2.658
H -7.075 1.896 -0.968
H -6.468 0.203 -0.591
H -4.444 1.867 -0.827
H -5.215 2.554 -2.120
H -3.912 -0.367 -2.189
H -3.854 0.817 -3.311
H -7.768 0.085 -2.636
H -7.073 1.420 -3.360
C 6.148 -2.662 -1.713
C 5.561 -2.709 -0.391
C 4.219 -2.018 -0.562
O 4.158 -1.543 -1.935
C 5.569 -1.449 -2.400
H 5.976 -3.609 -2.225
H 7.191 -2.383 -1.559
H 6.256 -2.105 0.193
H 5.399 -3.654 0.127
H 4.325 -1.132 0.063
H 3.366 -2.583 -0.186
H 5.916 -0.530 -1.928
H 5.524 -1.403 -3.488
C -4.569 -1.512 1.056
C -5.305 -0.444 1.835
C -4.990 -0.774 3.317
O -3.863 -1.600 3.172
C -3.895 -2.411 1.963
H -3.873 -1.131 0.309
H -5.258 -2.074 0.425
H -6.376 -0.333 1.671
H -4.884 0.539 1.621
H -5.791 -1.375 3.749
H -4.742 0.218 3.695
H -4.468 -3.311 2.184
H -2.905 -2.813 1.746
*
```


Below is a cluster of 2 separate species, C3H9NO2 in total at a distorted geometry, with properties calculated with wB97M-V/def2-TZVPD.

E_HOMO = -9.26 eV
SMILES = CC(=O)O.CN
energy relative to the best compared isomer or geometry (same formula, charge and spin) = 95.3 kJ/mol
E_LUMO = 0.87 eV

Structure (ORCA input):
```
! wB97M-V def2-TZVPD RIJCOSX def2/J DEFGRID3
* xyz 0 1
C -0.609 3.279 -1.052
N -0.716 2.313 0.035
H 0.088 1.760 0.291
H -1.039 2.714 0.902
H -1.008 -0.301 0.723
H -0.885 4.279 -0.731
H -1.312 3.011 -1.846
H 0.388 3.283 -1.486
C 0.538 -2.843 -0.273
C 0.478 -1.440 0.231
O -0.757 -1.237 0.764
O 1.379 -0.668 0.392
H 1.545 -3.223 -0.275
H 0.342 -2.815 -1.346
H -0.097 -3.575 0.203
*
```


Below is a cluster of 2 separate species, C2H4OS2 in total at a distorted geometry, with properties calculated with wB97M-V/def2-TZVPD.

E_HOMO = -8.50 eV
SMILES = OC=S.C=S
energy relative to the best compared isomer or geometry (same formula, charge and spin) = 203.4 kJ/mol
E_LUMO = -0.08 eV

Structure (ORCA input):
```
! wB97M-V def2-TZVPD RIJCOSX def2/J DEFGRID3
* xyz 0 1
C 1.788 0.868 -0.044
C -1.218 -0.403 0.214
O -2.361 -1.046 0.150
S 2.237 -0.568 0.372
S -0.981 1.202 0.420
H 1.839 1.894 0.415
H 1.192 0.923 -0.943
H -0.310 -0.977 -0.150
H -2.187 -1.893 -0.435
*
```


| no. | molecular weight (g/mol) |
| --- | --- |
| 1 | 725.0 |
| 2 | 91.1 |
| 3 | 108.2 |